1.
A molecular structure, C32H31BrN9O4Pb. Source: OMol25; level of theory: the ωB97M-V functional and the def2-TZVPD basis.

Last column: Mulliken charge in e.
Element x y z (Å)
1 H 2.2076 -4.4639 -0.1107  0.43
2 C 2.5815 1.9162 -1.5558  0.60
3 H -0.4307 -3.9499 -3.1756  0.33
4 C -1.0585 -3.6373 1.4586  -0.53
5 N 1.0145 2.1820 0.2649  0.50
6 H 0.4685 4.5209 -1.0015  0.57
7 H 1.6151 5.3740 -3.0125  0.45
8 C 1.2509 3.9259 -1.4586  -0.04
9 C -2.3463 -0.2912 -1.6101  -0.08
10 C -0.2083 2.1931 5.2847  -0.45
11 O 0.4219 -3.1148 -1.4753  -0.10
12 H 4.1684 -2.8600 1.4720  0.30
13 C -0.3015 3.4788 4.7283  -0.43
14 N -1.8563 0.4698 1.3968  0.37
15 C -3.4125 -0.0729 -2.4645  0.35
16 O 0.9749 0.2639 2.4867  -0.78
17 H 1.9674 -4.0114 -2.5270  0.47
18 H -1.4712 -5.5244 2.4258  0.41
19 H 5.4976 -0.1178 -2.9424  0.43
20 C 3.0901 -2.7405 1.6126  -0.92
21 C 4.3631 1.6767 -3.1641  -0.72
22 C 1.9107 4.4167 -2.6044  -1.13
23 C -2.3350 -0.3838 2.3604  0.46
24 N -2.4950 -3.9719 3.3166  -0.58
25 H -4.0718 1.0150 -4.1739  0.50
26 H -0.4002 -4.0201 0.6872  0.36
27 C 3.8561 0.0035 -1.5394  -0.33
28 C -1.6593 -4.4573 2.4018  -0.50
29 O -5.7290 -0.2529 -2.8965  -0.64
30 H 0.3328 0.1567 4.9452  0.49
31 C -3.2351 0.8205 -3.5152  -0.54
32 C 3.2913 2.4457 -2.6554  0.89
33 H -1.3922 -2.7362 -2.3015  0.08
34 O 2.4447 -2.4723 0.3726  0.22
35 H 2.1412 -2.2683 -2.2336  0.20
36 N -3.0517 0.2067 3.2879  -0.77
37 H 0.0476 4.6948 3.0233  0.49
38 C 0.0867 3.6946 3.4400  -0.68
39 C 0.5053 2.6228 2.6163  -0.17
40 C -2.0049 1.4282 -3.6853  -1.01
41 H 3.4593 4.0938 -4.0400  0.42
42 C 0.9005 2.9690 1.2823  -0.28
43 C 1.7931 -3.2128 -1.7968  -0.37
44 H -5.7582 -2.2073 -1.3599  0.24
45 C -2.3309 1.6351 1.7770  -0.86
46 H -3.4085 -2.2645 4.0350  0.49
47 Pb 0.6105 -0.2499 0.2493  1.70
48 H 2.6893 -3.6504 2.0689  0.32
49 H -2.4233 -0.9500 -0.7507  -0.37
50 N -1.1621 0.3082 -1.7514  1.06
51 H 3.6298 -3.6818 -0.8234  0.43
52 H -0.4843 2.0349 6.3193  0.46
53 N -1.2788 -2.3253 1.4490  0.61
54 C -2.7219 -2.6659 3.2998  -0.47
55 C 0.5927 1.3006 3.1515  0.33
56 C -0.3901 -3.0027 -2.6298  -0.68
57 H -4.0591 -2.2064 -1.0513  0.17
58 H 2.8959 -1.8917 2.2668  0.17
59 C -4.7735 -0.6995 -2.2982  0.35
60 H -1.8303 2.1162 -4.5017  0.49
61 C 2.9232 3.7063 -3.1820  -0.80
62 Br -0.9588 4.9165 5.7806  -0.18
63 N -4.8609 -1.7635 -1.4583  -0.26
64 C 4.6661 0.4767 -2.5895  -1.08
65 C 0.2460 1.1505 4.5239  -0.44
66 H -2.2006 2.5781 1.2719  0.55
67 N 2.8406 0.6765 -1.0542  -0.04
68 H 4.9418 2.0582 -3.9967  0.45
69 H -0.0188 -2.2249 -3.3062  0.33
70 C -0.9945 1.1422 -2.7800  -0.54
71 H 4.0376 -0.9689 -1.0944  0.65
72 H -0.0157 1.5979 -2.8774  0.38
73 C 2.5758 -3.5315 -0.5536  -0.97
74 C 1.5818 2.7101 -0.9194  -0.79
75 C -2.0967 -1.8321 2.3723  -0.05
76 H 1.1612 4.0224 1.1416  0.61
77 N -3.0464 1.4887 2.8951  0.25
78 H -3.5101 2.1874 3.4516  0.22

Results
LUMO level in eV: -2.91
Charge: +1
Energy above the lowest of the compared OMol25 structures with the same formula, charge and spin in kJ/mol: 0.0
Kohn-Sham gap in eV: 7.20
HOMO energy in eV: -10.1



2.
A molecular structure, C32H31N10NaO5S4. Source: OMol25; level of theory: the ωB97M-V functional and the def2-TZVPD basis.

Last column: Mulliken charge in e.
Element x y z (Å)
1 S 2.5374 1.5954 2.1500  1.08
2 H -5.4134 0.4833 -2.9625  0.40
3 O 1.1280 -3.7074 6.9925  -0.65
4 C -6.8156 0.0644 2.8215  0.52
5 H 0.0180 -1.2950 -3.4324  0.32
6 H -2.2786 4.7343 0.9446  0.45
7 H 1.4046 -0.3107 -2.8116  0.39
8 H -2.7187 0.5487 -5.6920  0.24
9 C 0.9737 -4.3141 -2.1546  -0.40
10 C -3.4318 2.5877 -5.5489  -0.57
11 C 0.4027 -0.7354 -2.5983  -0.91
12 H -1.7501 1.5556 -4.5815  0.30
13 N 1.4792 4.4694 1.6548  -0.31
14 H -4.5470 3.4560 -3.9466  0.25
15 C 2.8381 -3.1746 -1.0747  -0.66
16 Na -1.5279 1.2209 1.2836  0.84
17 N -5.9871 0.9936 2.5489  -0.70
18 H 3.5742 -6.4060 -1.8305  0.35
19 H -0.0624 -4.2041 -2.5083  0.36
20 S -0.5661 -1.6922 2.6611  -0.25
21 H -0.3406 -4.3165 1.6787  0.51
22 C -0.4422 5.8861 1.2101  -0.87
23 O 2.7211 1.6412 3.5893  -0.73
24 C -3.1030 0.8831 -2.5912  0.44
25 H 4.0275 1.6112 -0.5298  0.42
26 N -3.5849 0.8208 -3.7969  -0.03
27 C 4.5088 2.2412 0.1979  -0.45
28 O 2.5970 0.3110 1.4700  -0.57
29 C 0.0038 -6.2882 2.5786  -0.68
30 O -1.3776 -4.0747 7.0581  -0.64
31 H 7.2686 4.8842 -0.7620  0.24
32 H 6.3261 2.4890 -0.9314  0.28
33 H -0.2372 0.1245 -2.3444  0.16
34 C 3.8557 2.5971 1.4440  -0.01
35 S 0.5003 -1.8833 -1.1713  0.84
36 C -0.0681 -4.9275 4.9768  0.24
37 C 4.3280 3.6513 2.2589  -0.40
38 H 1.1291 -6.3365 -2.6751  0.33
39 C 0.1145 -6.9710 3.7803  -0.24
40 N -0.3565 -2.4711 5.3305  -0.53
41 C 5.7268 2.8453 -0.0768  -0.67
42 C 1.5853 -3.1725 -1.6475  0.50
43 C -2.7925 1.3456 -4.9101  -0.48
44 C 0.1059 -6.2885 5.0110  -0.67
45 H -2.7733 3.4946 -5.5023  0.32
46 H 3.2335 -2.2731 -0.6291  0.49
47 H -5.2187 -0.3770 -4.4817  0.25
48 H -6.5686 2.0946 -4.0935  0.32
49 H -3.5227 2.4681 -6.6494  0.31
50 C 5.5232 4.2155 1.9277  -0.66
51 H -5.3117 3.8519 -5.4136  0.39
52 H -6.2373 1.4615 -5.6411  0.30
53 N -7.6484 -0.7514 3.0792  -0.64
54 N 1.0947 2.0901 1.6739  -0.35
55 C 0.6673 3.3940 1.6112  0.29
56 O -0.8625 -2.4471 -1.1030  -0.69
57 N -0.7024 3.5372 1.4277  -0.31
58 C 1.6896 -5.5034 -2.2385  -0.59
59 C -0.2192 -4.2026 3.7934  0.25
60 H 1.6537 6.4625 1.3657  0.39
61 H 4.5972 -4.4160 -0.8860  0.35
62 H 6.0247 4.8855 2.6539  0.25
63 C 0.9267 5.6663 1.4217  -0.17
64 H 7.1566 5.7056 0.6778  0.23
65 C 2.9628 -5.5084 -1.7598  -0.43
66 S -0.1581 -3.7964 6.3353  1.13
67 H 0.1134 -6.8233 1.6273  0.37
68 N -2.5062 0.8329 -1.5593  -0.41
69 H -0.8568 6.8640 1.0799  0.37
70 H 3.8288 3.9502 3.1662  0.42
71 N 7.1542 4.7878 0.2513  -0.62
72 C -5.7087 1.7821 -4.6990  -0.46
73 C -0.3489 -2.7278 3.9856  -0.01
74 C -1.2154 4.7104 1.1578  -0.09
75 C -0.2277 -4.9164 2.5785  -0.47
76 N -3.8415 1.5188 1.4639  -0.74
77 C 6.1487 3.9449 0.6993  0.87
78 C 3.5408 -4.3758 -1.1600  -0.46
79 C -4.7885 2.9973 -4.9338  -0.74
80 H 0.2354 -8.0439 3.8010  0.35
81 H 0.2885 -6.8184 5.9375  0.36
82 C -4.8620 1.1848 1.9680  0.53
83 C -5.0146 0.6088 -3.9964  -0.75

Results
LUMO level in eV: 3.13
Charge: -2
Energy above the lowest of the compared OMol25 structures with the same formula, charge and spin in kJ/mol: 34.2
Kohn-Sham gap in eV: 5.58
HOMO energy in eV: -2.5



3.
A molecular structure, C32H31N11O2S3Zr. Source: OMol25; level of theory: the ωB97M-V functional and the def2-TZVPD basis.

Last column: Mulliken charge in e.
Element x y z (Å)
1 H 1.8068 -4.7454 -0.8617  0.45
2 H -0.9194 3.3682 4.3978  0.56
3 N -1.5659 1.8629 -1.2052  0.53
4 S 1.8968 1.3192 -0.4275  -0.42
5 H -2.9066 5.0864 -2.9886  0.50
6 S -2.8481 -0.8926 -0.3088  0.06
7 H 0.6374 -2.6544 -1.4535  0.54
8 C 0.9410 -2.8260 -0.4341  -0.58
9 H 3.7442 -0.7342 -0.1244  0.20
10 C -0.8197 2.1357 2.6284  0.06
11 H -3.8654 -4.2004 -1.2578  0.39
12 C 1.0900 -2.1250 1.7315  -0.19
13 H -0.0501 1.6735 5.2018  0.43
14 C -1.0035 2.3413 -2.2800  0.04
15 H 1.3764 7.1644 -5.5141  0.36
16 C 4.4242 -0.6540 -0.9676  -0.73
17 O 0.9745 6.4910 -4.9512  -0.52
18 C -2.5738 2.6581 -0.5892  -0.52
19 H -0.9418 3.8383 0.1852  0.32
20 H 2.1160 -3.5162 3.0360  0.58
21 C 0.8115 -1.0942 2.7388  0.75
22 C 1.2501 -0.3816 6.4095  0.74
23 H 1.6659 -2.1403 4.3920  0.63
24 C -2.4987 4.0078 1.6561  -0.38
25 H 5.3404 -0.1591 -0.6520  0.32
26 C 2.7277 0.9414 -1.9198  0.44
27 N -2.1946 4.0306 2.8969  -0.39
28 H -3.3683 4.5680 1.3246  0.45
29 N -1.0566 2.0655 1.2835  0.75
30 C 2.3765 -1.1149 6.7848  -0.61
31 N 0.1677 0.0098 2.2764  -0.40
32 Zr -0.2864 0.3417 0.0720  0.89
33 H -2.9571 -3.0889 0.7130  0.31
34 C 1.1750 -1.2409 4.0559  -1.04
35 C -1.3602 3.5585 -2.9062  0.06
36 H -4.7345 -2.7474 -1.7914  0.33
37 C -0.1255 0.9768 3.1852  0.41
38 H -4.5726 -2.3303 0.6000  0.49
39 H -4.0696 4.1847 -1.0103  0.62
40 C -3.6316 -2.5106 0.0860  -0.52
41 H -0.3254 6.0643 -6.5221  0.40
42 C -0.3896 3.9911 -3.9958  0.46
43 N 2.5527 1.5426 -3.0998  0.26
44 H 3.5612 1.4613 -4.9998  0.49
45 C 4.2799 0.2169 -3.3155  -0.61
46 C -3.1498 3.7295 -1.3578  -1.05
47 N -2.6474 -2.6935 -2.0844  -0.11
48 N 1.9546 -0.6399 9.0881  -0.48
49 C 0.2367 5.5874 -5.7192  -0.45
50 C 1.6080 -3.9961 -0.1047  -0.75
51 C 0.8790 -0.2457 4.9995  0.76
52 H -1.6049 5.4697 -4.6697  0.20
53 C 0.8759 0.0486 8.7309  -0.48
54 C -3.8287 -3.1135 -1.3069  -0.59
55 C -1.2477 3.1952 3.3842  -0.82
56 C 0.2002 0.8759 4.5195  -0.89
57 H -3.3534 2.0351 -0.1522  0.39
58 H -0.4205 0.7682 7.1923  0.43
59 C -2.0680 -1.5868 -1.7175  0.58
60 N -0.7343 4.9808 -4.8061  -0.18
61 C 0.4858 0.2188 7.4105  -0.60
62 C 2.6888 -1.2018 8.1334  -0.48
63 H 4.6571 -1.6420 -1.3562  0.36
64 C 3.5094 1.1017 -3.9871  -0.33
65 H 5.1429 -0.3464 -3.6284  0.51
66 H 0.2945 0.4837 9.5349  0.39
67 N 2.0231 -4.2363 1.1290  -0.46
68 C 1.7660 -3.3072 2.0348  -0.38
69 O 0.6823 3.3875 -4.0355  -0.85
70 H -0.2058 1.7769 -2.7381  0.34
71 C -2.5039 4.2230 -2.4755  -0.49
72 S -0.6862 -0.8417 -2.3604  -0.32
73 H 3.0336 -1.5727 6.0569  0.47
74 C -1.6859 3.2166 0.7064  0.12
75 N 3.7873 0.1295 -2.0286  0.14
76 H 1.8659 2.2729 -3.3246  0.36
77 H -2.3437 -3.2044 -2.9080  0.30
78 N 0.6678 -1.8764 0.4749  0.74
79 H 3.5673 -1.7454 8.4597  0.39
80 H 0.8505 4.7831 -6.1250  0.30

Results
LUMO level (alpha / beta) in eV: -13.63 / -13.63
Charge: +4
Energy above the lowest of the compared OMol25 structures with the same formula, charge and spin in kJ/mol: 262.9
Kohn-Sham gap (alpha / beta) in eV: 3.74 / 3.74
HOMO energy (alpha / beta) in eV: -17.4 / -17.4